Entry 1:
A structure of composition C31H47F6GeN8ORe. Source: OMol25; level of theory: ωB97M-V/def2-TZVPD.

Last column: Löwdin spin population.
Atoms and positions in Å:
C -2.057 -1.304 -4.485  0.010
N -1.598 1.194 -1.916  0.024
H -0.318 -1.195 5.088  0.001
H 0.278 0.846 3.652  -0.001
H 5.068 -0.350 -0.841  0.000
C -1.230 0.256 -0.914  0.037
N -1.473 -0.328 3.593  0.032
C 1.509 -2.768 1.839  0.020
C -2.385 0.613 -2.955  0.025
H 3.427 -0.986 -0.619  0.001
C -3.976 -1.743 3.465  0.004
H -1.743 2.682 1.000  0.001
H 0.913 5.063 3.132  0.002
C 2.708 -2.236 2.656  0.001
F 3.613 -1.603 1.894  0.000
H 0.434 -3.061 3.675  0.000
C 0.420 -0.642 -2.395  0.001
H -2.063 1.987 -1.488  0.001
C 0.946 3.973 3.116  0.011
H -4.529 0.364 -3.526  0.000
H -5.384 -0.018 -1.323  0.018
Re 0.416 0.008 0.334  1.708
H -0.349 -1.723 -5.566  0.000
H 5.267 1.950 -2.148  0.000
H 2.364 1.311 1.412  0.016
F 2.265 -1.343 3.561  0.000
H -2.686 -1.659 -5.293  0.000
H 4.177 0.921 -3.947  0.000
H -2.221 1.095 -3.913  0.003
H 2.922 4.274 0.354  0.000
H -3.123 -2.871 -2.440  0.001
C 1.871 4.371 0.080  -0.004
H 4.632 2.402 -0.561  0.001
H -4.950 -1.778 2.972  0.001
C 4.353 2.112 -1.575  0.002
H -1.145 1.623 2.942  0.000
C 2.377 0.779 -2.143  0.015
H 1.743 4.031 -0.950  0.000
F 3.349 -3.199 3.325  0.001
H 1.169 3.077 -4.004  0.000
C -2.266 -0.066 0.088  0.299
H -3.162 -3.693 1.902  0.000
C 0.373 -0.926 -3.715  0.008
H -1.060 1.379 4.698  0.001
H 0.240 1.952 -2.981  0.000
H -1.626 -2.220 4.482  0.000
H -1.991 -0.866 5.570  0.001
H 0.154 3.605 3.766  0.000
N 2.248 1.447 -3.311  0.007
N 1.412 0.004 -1.617  0.028
C 0.650 -3.625 2.771  0.002
C -1.330 -2.159 -1.586  0.005
H -3.851 -2.547 0.732  -0.001
F 2.618 -2.968 -0.287  0.000
C -3.642 -0.074 -0.172  0.004
C -1.356 -1.204 4.749  0.004
H -2.095 -2.745 0.852  0.001
H 4.037 0.286 0.449  0.001
H -4.292 -0.151 0.695  -0.006
C -2.429 -2.051 -2.299  0.006
C 1.980 -3.659 0.668  0.004
F 2.789 -4.647 1.064  0.002
C 4.041 -0.097 -0.570  0.003
C 1.309 1.455 1.132  -0.029
H -3.886 -2.624 4.105  0.000
H -0.283 -3.858 2.262  0.000
H -1.104 3.523 -0.429  0.001
Ge 0.730 3.328 1.281  0.019
H -0.939 -3.042 -1.099  0.001
C 3.347 1.548 -4.260  0.001
O 0.795 -1.714 1.338  0.124
C -3.789 0.084 -2.786  0.045
C -0.718 -1.359 -4.613  0.001
C -0.806 0.954 3.726  0.002
C -3.021 -2.724 1.419  0.001
C -2.629 -0.856 -3.170  0.032
H 3.784 2.922 -2.021  0.000
F 0.908 -4.224 0.080  0.000
H -1.554 4.444 1.007  0.000
C -4.303 -0.018 -1.393  0.296
H -3.934 -0.849 4.081  0.000
H 2.997 1.197 -5.233  0.000
H 1.602 5.427 0.127  0.000
N -2.936 -1.705 2.450  0.028
C -1.115 3.508 0.661  0.006
C 0.995 2.026 -3.760  0.001
H 0.626 1.517 -4.654  0.000
H 1.906 3.656 3.525  0.000
N -0.586 -0.954 -1.452  0.019
N -1.540 -0.197 1.288  0.084
H 1.150 -4.551 3.048  0.000
H 1.305 -0.752 -4.243  0.000
H 3.694 2.577 -4.373  0.000
C -1.983 -0.742 2.421  0.051
N 3.543 0.906 -1.493  0.012

ΔE to the lowest compared entry with this formula, charge and spin: 0.009 eV
total charge: +1
orbital gap (spin up / spin down): 6.847 / 7.656 eV
lowest unoccupied orbital energy (spin up / spin down): -0.07469 / -0.10361 Ha
E_HOMO (spin up / spin down): -8.8794 / -10.4749 eV
<S²>: 3.831
multiplicity: 4

=====

Entry 2:
A structure of composition C46H58BrNO5SW. Source: OMol25; level of theory: ωB97M-V/def2-TZVPD.

Last column: Mulliken charge in e.
Atoms and positions in Å:
C 1.904 -2.661 1.796  -1.302
H 1.168 -3.367 2.193  0.564
H -7.054 -0.961 -2.440  0.428
H 1.122 1.364 -3.983  0.356
C 0.630 0.121 5.785  1.732
C -5.026 -1.675 -2.466  1.892
H -0.595 -3.660 -2.991  0.721
C -2.536 -2.083 -2.526  -0.752
C -1.080 7.285 -1.137  -1.590
H 1.744 1.994 6.086  0.311
H -3.496 6.210 -0.358  0.329
C -0.658 7.263 1.311  -2.089
H -2.767 -3.133 -2.660  0.561
C -0.014 4.515 0.868  0.101
C 4.622 -4.457 -2.109  1.866
H 2.692 0.528 6.377  0.379
W -0.695 -0.447 0.447  -0.175
H -0.996 0.869 6.990  0.488
C -0.990 5.087 0.046  0.315
H -0.011 7.246 -1.356  0.364
H -5.946 0.159 -3.217  0.422
H 3.762 -5.411 -3.877  0.415
C 3.237 -3.534 -0.212  -0.260
H -0.993 8.299 1.365  0.443
C -5.268 -2.629 -1.283  -1.508
H -5.169 -2.096 -0.335  0.226
C 4.564 -4.718 -3.614  -2.098
H -5.974 0.010 -1.448  0.425
C 0.581 -1.247 6.466  -2.061
C -0.745 0.795 5.932  -1.530
H -4.594 -3.315 -3.864  0.316
C -1.213 -1.694 -2.516  0.404
H 0.981 2.162 4.061  0.634
C -2.906 6.630 0.458  -1.588
C 1.521 2.521 1.445  -1.895
H 4.069 -3.765 0.442  0.550
H -4.581 -3.478 -1.293  0.261
C 3.390 -0.195 0.097  -1.035
C -1.981 0.653 -2.257  0.928
S -2.712 -2.234 1.319  0.225
H -1.370 8.333 -1.053  0.468
H 2.274 2.364 0.668  0.118
Br -1.768 0.814 2.264  -0.160
H -3.163 6.095 1.374  0.365
H -0.132 0.250 -4.581  0.406
C 5.794 -3.505 -1.827  -1.541
C -0.936 -0.312 -2.357  -0.535
C 1.703 0.977 6.478  -1.594
C -0.373 2.474 -0.216  0.053
H 2.836 -2.901 2.316  0.577
H -5.045 -1.794 -4.644  0.392
H -3.207 7.671 0.578  0.463
O -0.143 1.125 -0.190  1.004
H 1.532 -1.777 6.390  0.430
H 0.298 -2.423 -3.820  0.472
H 1.472 1.047 7.541  0.483
H 5.926 -3.323 -0.759  0.319
H 4.432 -3.796 -4.184  0.404
H -0.898 2.294 -3.065  0.237
N -2.583 -1.152 0.273  0.360
H 0.495 5.123 1.603  0.596
H 1.942 3.252 2.136  0.742
C 0.331 3.175 0.743  -0.374
H -0.755 1.804 5.517  0.304
C -3.590 -1.165 -2.413  -0.129
H -2.299 4.772 -1.630  0.565
C 2.257 -3.524 -2.411  -0.008
C -1.702 2.152 -2.339  -1.793
H 4.031 -6.483 -1.566  0.374
C 3.334 -3.825 -1.580  0.130
C 1.080 -2.696 -0.570  0.791
H 2.318 -3.753 -3.467  0.679
H 5.502 -5.168 -3.936  0.438
C -1.399 6.555 0.178  1.842
C 1.368 1.214 2.216  0.632
C 4.859 -5.794 -1.393  -1.634
O -0.014 -2.061 -0.051  -0.367
H 1.032 -2.121 4.229  0.746
C -6.049 -0.542 -2.387  -2.103
H -0.858 6.806 2.282  0.412
H -4.085 0.917 -2.221  0.814
H -0.210 -1.879 6.056  0.412
O 1.959 -0.124 0.282  0.287
C -3.286 0.191 -2.280  -0.297
H -1.524 0.209 5.440  0.305
H 5.647 -2.544 -2.326  0.345
H 0.369 -1.109 7.526  0.436
C -0.106 -2.694 -2.841  -1.606
H 5.771 -6.258 -1.771  0.481
C 1.125 -1.203 3.665  -0.663
C 2.102 -2.953 0.323  -0.915
H -2.583 2.621 -2.777  0.789
H -6.282 -3.025 -1.335  0.527
H 3.822 0.794 0.248  0.306
C 1.088 -2.936 -1.925  -0.641
H 6.722 -3.938 -2.202  0.454
C -1.284 2.966 -1.123  -0.463
O -1.494 -2.253 2.153  -0.166
C 0.959 0.020 4.304  0.417
H -1.618 6.862 -1.985  0.335
H 1.501 -0.354 -4.218  0.308
H 3.836 -0.905 0.793  0.426
H 0.421 7.281 1.146  0.395
H -6.269 -2.782 -3.844  0.475
C 1.105 1.212 3.557  -0.276
H 4.978 -5.668 -0.316  0.308
O 0.363 0.087 -2.548  -0.074
C 1.521 -0.070 1.587  -0.391
C 1.482 -1.290 2.324  0.459
C -5.237 -2.437 -3.784  -1.622
H 3.547 -0.532 -0.924  0.243
C -1.589 4.310 -0.955  -0.581
C 0.728 0.352 -3.918  -1.163

ΔE to the lowest compared entry with this formula, charge and spin: 0.000 eV
total charge: +2
orbital gap: 5.636 eV
lowest unoccupied orbital energy: -0.29595 Ha
E_HOMO: -13.6890 eV
multiplicity: 1

=====

Entry 3:
A structure of composition C10H15CsF4MgNO10PS. Source: OMol25; level of theory: ωB97M-V/def2-TZVPD.

Last column: Mulliken charge in e.
Atoms and positions in Å:
H -2.682 -4.694 0.789  0.345
H 0.988 1.228 2.258  0.743
O -0.031 -4.516 -1.044  -0.682
H 0.127 -0.023 -4.397  0.297
C 2.251 3.235 0.437  -0.178
O 2.797 2.174 -0.313  -0.538
O -3.902 -1.296 1.430  -0.643
H 0.619 3.738 -0.817  0.468
O -1.301 2.662 1.073  -0.463
C 0.754 3.422 0.214  -1.303
F -1.473 -2.768 -1.077  -0.302
C -0.103 2.148 0.432  0.866
Mg -1.539 0.480 -0.160  1.001
C -0.451 0.789 -3.960  -0.703
F 3.596 4.019 2.221  -0.287
H 2.738 4.154 0.097  0.486
N 1.155 2.451 -2.770  -0.476
O -0.798 -5.606 0.762  -0.302
H -1.099 0.398 -3.170  0.108
O -3.166 1.450 1.986  -0.555
O -1.543 2.178 3.627  -0.485
C 0.172 -5.561 -0.147  0.827
H 0.372 4.232 0.829  0.497
H -0.076 -1.134 -0.222  -0.209
C 0.428 0.977 1.363  -0.276
Cs 0.135 -5.827 -2.973  1.048
F 3.173 1.916 2.193  -0.230
F 1.615 3.368 2.741  -0.258
O 1.083 -6.311 -0.224  -0.458
C 2.661 3.124 1.924  0.689
H -1.328 -3.657 1.262  0.262
H -2.024 -4.648 -1.576  0.447
S -1.815 1.703 2.333  1.202
H -3.753 -0.380 1.684  0.347
H 2.034 -0.117 -0.453  0.098
H -1.056 1.257 -4.734  0.348
P 1.067 -0.572 0.456  0.749
O 1.621 -1.528 1.419  -0.626
C -1.642 -4.453 0.587  -0.418
C -1.381 -4.112 -0.863  0.145
O -0.847 0.436 1.932  -0.414
C 0.447 1.741 -3.332  0.457
H -0.226 1.693 -0.622  -0.046
H 2.402 2.230 -1.198  0.421

total charge: +2
orbital gap: 4.882 eV
lowest unoccupied orbital energy: -0.32541 Ha
E_HOMO: -13.7374 eV
multiplicity: 1

=====

The evaluated DFT total energy for the records listed, in turn: -121819.3342; -143060.2686; -69542.7556 eV.